Below is a structure of composition C22H30N2O4PdS, with properties calculated with ωB97M-V with the def2-TZVPD basis set.

Geometry as XYZ:
```
60
Properties=species:S:1:pos:R:3:forces:R:3:nbo_charge:R:1
Pd -1.934132 -0.109968 1.243187 -0.1 0.0 0.0 0.09
C 0.303717 2.388644 4.746810 0.0 0.0 0.0 -0.42
N 0.684493 1.048227 4.347517 0.0 0.0 0.0 -0.43
C 2.022995 0.631866 4.708088 0.0 0.0 0.0 -0.41
C -0.245657 0.226352 3.796450 0.0 0.0 0.0 0.67
O -1.388207 0.593389 3.569740 0.0 -0.1 0.0 -0.64
C 0.217439 -1.190302 3.469210 0.0 0.0 0.0 -0.16
O -0.863478 -1.899657 2.927197 0.0 0.0 0.0 -0.51
C -0.474812 -2.895767 2.018034 0.0 0.0 0.0 -0.17
C -1.648637 -3.183017 1.088041 0.0 0.0 0.0 0.67
O -2.746632 -2.692653 1.277424 0.0 0.1 0.0 -0.62
N -1.391371 -4.008963 0.034476 0.0 0.0 0.0 -0.44
C -0.152516 -4.729846 -0.161022 0.0 0.0 0.0 -0.41
C -2.474782 -4.366733 -0.858283 0.0 0.0 0.0 -0.42
H 0.991050 3.115189 4.308404 0.0 0.0 0.0 0.19
H 0.333796 2.492131 5.835105 0.0 0.0 0.0 0.19
H -0.704250 2.585313 4.396953 0.0 0.0 0.0 0.25
H 2.710351 1.459741 4.528887 0.0 0.0 0.0 0.20
H 2.357874 -0.205945 4.104029 0.0 0.0 0.0 0.21
H 2.092978 0.355328 5.765190 0.0 0.0 0.0 0.19
H 0.588193 -1.679171 4.380217 0.0 0.0 0.0 0.18
H 1.035016 -1.119448 2.745315 0.0 0.0 0.0 0.22
H -0.184373 -3.818507 2.540328 0.0 0.0 0.0 0.18
H 0.370625 -2.541634 1.421179 0.0 0.0 0.0 0.22
H 0.667859 -4.272170 0.382372 0.0 0.0 0.0 0.21
H 0.106448 -4.716861 -1.221611 0.0 0.0 0.0 0.20
H -0.241322 -5.774838 0.154144 0.0 0.0 0.0 0.19
H -3.318620 -3.711743 -0.666492 0.0 0.0 0.0 0.25
H -2.785472 -5.404425 -0.703451 0.0 0.0 0.0 0.19
H -2.147571 -4.254323 -1.894389 0.0 0.0 0.0 0.19
O 0.955114 -0.471120 0.484637 0.0 0.0 0.0 -1.02
S 0.278846 -0.535972 -0.850958 0.0 0.0 0.0 1.26
C 1.517920 0.137235 -2.017899 0.0 0.0 0.0 -0.63
C 1.978518 1.540311 -1.750196 0.0 0.0 0.0 -0.08
C 1.831410 2.516812 -2.731194 0.0 0.0 0.0 -0.20
C 2.250573 3.820038 -2.505852 0.0 0.0 0.0 -0.22
C 2.820365 4.164557 -1.289344 0.0 0.0 0.0 -0.21
C 2.979849 3.195332 -0.308284 0.0 0.0 0.0 -0.23
C 2.569790 1.890317 -0.535865 0.0 0.0 0.0 -0.15
C -0.974602 0.774207 -0.947136 0.0 0.0 0.0 -0.67
C -1.445899 0.952326 -2.364863 0.0 0.0 0.0 0.05
C -1.965934 -0.131778 -3.071708 0.0 0.0 0.0 -0.26
C -2.396630 0.021479 -4.379896 0.0 0.0 0.0 -0.19
C -2.333379 1.266024 -4.993451 0.0 0.0 0.0 -0.22
C -1.843149 2.354345 -4.287146 0.0 0.0 0.0 -0.21
C -1.397641 2.197108 -2.981982 0.0 0.0 0.0 -0.24
H 1.091503 0.037027 -3.016942 0.0 0.0 0.0 0.24
H 2.335952 -0.579882 -1.921540 0.0 0.0 0.0 0.24
H 1.379981 2.252538 -3.679939 0.0 0.0 0.0 0.22
H 2.131664 4.565442 -3.281983 0.0 0.0 0.0 0.21
H 3.145648 5.181003 -1.108967 0.0 0.0 0.0 0.21
H 3.431516 3.456485 0.640407 0.0 0.0 0.0 0.21
H 2.688984 1.136927 0.229878 0.0 0.0 0.0 0.23
H -0.558463 1.684416 -0.519393 0.0 0.0 0.0 0.26
H -1.917357 0.413026 -0.394037 0.0 0.0 0.0 0.20
H -2.047799 -1.095804 -2.581775 0.0 0.0 0.0 0.22
H -2.796149 -0.828641 -4.917887 0.0 0.0 0.0 0.21
H -2.677336 1.388747 -6.012154 0.0 0.0 0.0 0.21
H -1.806928 3.331072 -4.752908 0.0 0.0 0.0 0.21
H -1.007368 3.046215 -2.434671 0.0 0.0 0.0 0.22
```
Positions in Å, forces in eV/Å.

energy relative to the best compared isomer or geometry (same formula, charge and spin): 12.66 kcal per mole
max |F|: 0.00170 hartree/bohr
LUMO energy: 0.4858 eV
multiplicity: 1
calculated total energy: -1792.77686 Ha


Below is a structure of composition C22H30N2O6 in a non-equilibrium geometry, with properties calculated with ωB97M-V with the def2-TZVPD basis set.

Geometry as XYZ:
```
60
Properties=species:S:1:pos:R:3:forces:R:3:nbo_charge:R:1
C -3.708889 0.989520 -2.530438 -7.7 -4.6 -2.2 -0.60
C -4.511940 0.758471 -1.160237 4.8 2.9 -0.4 -0.06
H -5.057568 1.659318 -0.851888 0.4 -0.2 -0.1 0.19
H -5.149686 -0.005057 -1.315683 -1.9 -3.0 0.3 0.18
O -3.423231 0.562094 -0.058839 -2.1 -4.3 -3.5 -0.57
C -2.940849 -0.901138 -0.168417 -4.4 1.6 -4.2 0.87
O -3.265450 -1.829445 -0.928466 -0.5 4.2 1.3 -0.58
C -2.079170 -1.066682 0.880343 3.4 -6.2 1.9 -0.29
C -1.027543 -2.104712 0.321006 -0.3 0.1 -2.8 -0.38
H -1.576766 -2.901294 -0.226748 0.2 1.1 -0.5 0.25
H -0.632499 -2.796307 0.987559 1.3 -0.2 2.3 0.22
C 0.090680 -1.406589 -0.558188 2.1 -6.6 7.8 -0.26
N 0.820199 -0.458648 0.592207 0.6 -4.7 -11.2 -0.39
C 1.847758 0.065581 -0.027382 5.0 6.9 5.8 0.77
O 2.424429 1.038268 0.793633 -1.5 -3.7 -4.2 -0.77
N 2.443728 -0.273377 -1.233297 -7.1 -2.5 2.6 -0.59
C 3.526624 0.277704 -1.719611 0.5 -4.2 -10.8 0.16
C 3.764738 -0.169432 -3.160100 -5.4 -1.6 3.0 -0.22
C 4.644068 0.347813 -3.980527 6.5 0.2 -2.6 -0.30
C 5.705041 1.053077 -3.361430 -3.7 3.8 4.7 0.24
C 5.487697 1.687775 -2.014428 -2.7 -7.3 -6.7 0.27
C 4.476780 1.044412 -1.391705 1.6 6.6 9.7 -0.31
H 4.190117 1.449861 -0.350827 1.1 -0.4 -0.9 0.26
O 6.552152 2.263464 -1.691047 2.3 5.0 3.0 -0.46
C 7.216434 2.738205 -2.896960 0.9 -18.3 4.1 0.28
O 6.746347 1.723776 -3.775414 2.7 2.2 -5.3 -0.49
H 7.476386 3.592238 -2.893803 1.5 12.2 -1.7 0.15
H 8.235752 2.169726 -2.590559 -1.1 2.0 -1.1 0.15
H 5.062521 -0.103685 -4.942574 -1.7 0.5 0.8 0.23
H 2.985490 -0.845967 -3.605469 0.7 0.4 0.5 0.18
H 1.718471 -0.756579 -1.891622 2.6 1.2 1.3 0.42
C 0.156021 -0.092703 1.678575 -3.4 -2.5 3.6 -0.21
C -1.374774 0.029800 1.420068 2.5 4.9 3.5 -0.41
H -1.351500 0.918329 0.830898 -0.9 0.6 -0.9 0.23
H -1.729314 0.388417 2.423595 -0.2 -0.5 -1.0 0.26
H 0.159645 -1.090546 2.247464 0.6 1.9 1.0 0.18
H 0.591372 0.827954 2.046871 0.0 -0.3 0.7 0.28
H 0.794404 -2.546826 -0.815871 -1.6 4.2 0.4 0.23
H -0.391279 -1.011242 -1.328486 -1.2 2.4 -3.6 0.18
C -2.833888 -1.966890 1.843872 3.9 9.1 9.0 -0.33
C -3.994162 -1.171230 2.749780 4.1 3.5 -4.1 0.08
C -5.043593 -2.069581 2.982432 -5.4 1.2 6.0 -0.48
C -6.097896 -0.971348 3.804089 -3.2 -0.5 -0.1 -0.39
C -5.410634 -0.208290 5.046332 -8.3 1.1 -4.8 -0.49
H -6.153644 0.584382 5.305122 0.0 -1.3 1.2 0.23
C -4.422963 0.531072 4.506785 7.4 4.5 -3.7 -0.04
O -3.423308 -0.376250 3.878925 -1.2 -1.1 -0.9 -0.58
H -3.786249 0.978868 5.367717 -0.9 0.0 -1.7 0.20
H -4.735017 1.395055 3.594042 0.7 -2.3 2.9 0.17
H -5.082127 -0.946134 5.583379 1.5 -3.6 4.3 0.22
H -7.083979 -1.532060 4.164260 2.3 0.6 -0.4 0.21
H -6.674305 -0.209330 3.063064 2.0 -1.4 1.3 0.20
H -5.848289 -2.289621 2.267553 1.4 -0.9 -0.4 0.27
H -4.827704 -2.717009 3.901760 -0.4 -0.2 -1.9 0.22
H -4.403458 -0.383476 2.037719 0.5 -0.6 0.6 0.18
H -2.267196 -2.414294 2.750035 0.3 1.0 -1.6 0.22
H -3.327483 -2.691859 1.616726 -5.4 -8.2 -4.4 0.19
H -3.138542 0.138859 -2.982132 -1.3 -0.2 0.6 0.21
H -4.470993 1.403240 -3.351221 1.9 -0.7 1.8 0.21
H -2.979437 1.531636 -2.329849 6.1 6.1 1.6 0.19
```
Positions in Å, forces in eV/Å.

energy relative to the best compared isomer or geometry (same formula, charge and spin): 491.97 kcal per mole
max |F|: 0.36567 hartree/bohr
LUMO energy: 0.4649 eV
multiplicity: 1
calculated total energy: -1416.57149 Ha


Below is an isolated molecule of C22H30N4O3 in a non-equilibrium geometry, with properties calculated with ωB97M-V with the def2-TZVPD basis set.

Geometry as XYZ:
```
59
Properties=species:S:1:pos:R:3:forces:R:3:nbo_charge:R:1
C 2.982813 2.849791 -1.721906 0.0 -0.1 0.2 -0.64
C 3.570718 2.420387 -0.382973 -0.1 0.4 0.0 -0.22
N 3.314824 1.023063 -0.081455 0.2 0.1 -0.1 -0.43
C 3.787468 0.046517 -1.041083 0.0 -0.4 -0.1 -0.23
C 3.985241 -1.301256 -0.363105 0.1 0.1 -0.4 -0.22
N 2.727579 -1.683793 0.240912 0.3 0.2 -0.1 -0.45
C 2.076887 -2.770243 -0.241166 -0.2 -0.2 0.4 0.69
O 2.579535 -3.484991 -1.087071 -0.1 -0.3 -0.3 -0.63
C 0.672025 -3.059739 0.267870 0.1 -0.1 -0.2 -0.48
C -0.343780 -2.431571 -0.705252 0.0 0.0 0.3 -0.45
C -0.198397 -0.960534 -0.787533 0.1 0.0 -0.5 0.46
N 0.444726 -0.280644 -1.675105 0.0 -1.3 -0.2 -0.31
N 0.322042 1.025530 -1.341410 -0.4 1.1 0.4 -0.35
C -0.383157 1.081237 -0.261054 0.4 0.4 -0.4 0.57
C -0.764003 2.283630 0.510802 -0.2 -0.2 0.5 -0.49
C -2.250755 2.238914 0.866125 0.0 0.1 -0.3 -0.40
C -3.125821 2.372165 -0.383089 -0.1 0.0 0.3 -0.39
C -4.499888 1.715085 -0.196884 0.2 0.1 -0.2 -0.42
C -4.358437 0.222298 -0.096945 -0.1 0.1 0.1 -0.01
C -4.467603 -0.434341 1.121633 0.0 0.0 0.0 -0.21
C -4.284932 -1.804109 1.206702 0.0 -0.1 0.1 -0.22
C -3.991851 -2.537184 0.070277 0.0 -0.1 0.0 -0.18
C -3.883732 -1.893054 -1.152028 0.0 0.0 -0.1 -0.23
C -4.063221 -0.524663 -1.231894 0.0 0.0 0.0 -0.21
O -0.753603 -0.153429 0.148459 -0.1 -0.1 0.2 -0.44
C 2.292492 -0.778446 1.276864 -0.2 0.0 0.6 -0.13
C 2.971931 -1.098205 2.617900 -0.2 0.1 -0.1 -0.61
C 2.537278 0.705071 0.962113 -0.1 -0.3 0.0 0.69
O 2.048308 1.537507 1.711785 -0.2 0.1 0.3 -0.67
H 3.529181 2.408079 -2.551285 0.0 0.0 -0.2 0.20
H 3.038501 3.931208 -1.810690 0.1 0.1 -0.1 0.21
H 1.942901 2.537753 -1.784400 0.0 0.1 -0.1 0.25
H 3.120317 2.996217 0.427464 0.2 -0.1 -0.1 0.24
H 4.655390 2.580632 -0.372525 -0.1 0.0 0.1 0.19
H 4.732388 0.405218 -1.457152 0.0 0.0 0.0 0.20
H 3.055136 -0.060757 -1.850795 0.2 0.0 0.0 0.22
H 4.253229 -2.067899 -1.091278 0.0 0.1 0.1 0.26
H 4.763170 -1.236570 0.403916 0.0 0.0 -0.1 0.19
H 0.540766 -4.142259 0.238334 0.1 0.1 0.1 0.24
H 0.500685 -2.717268 1.286472 0.0 0.0 0.0 0.21
H -0.174049 -2.839283 -1.702052 -0.1 0.0 0.0 0.25
H -1.358554 -2.663611 -0.376162 0.1 0.0 -0.1 0.24
H -0.149943 2.304458 1.415971 0.0 0.1 -0.1 0.27
H -0.521579 3.161055 -0.088683 0.1 0.0 0.0 0.23
H -2.458285 1.285674 1.356267 0.0 0.1 0.1 0.21
H -2.481251 3.037508 1.572418 0.0 0.0 0.1 0.21
H -3.253692 3.427150 -0.632562 0.1 0.0 -0.1 0.21
H -2.624354 1.894859 -1.228501 0.0 0.0 -0.1 0.20
H -5.129972 1.964138 -1.053828 -0.1 0.0 0.1 0.22
H -4.974143 2.110853 0.703120 -0.1 0.0 0.0 0.21
H -4.703435 0.130321 2.013136 0.0 0.1 0.1 0.21
H -4.372508 -2.299928 2.162710 0.0 0.0 0.1 0.21
H -3.855729 -3.607496 0.134422 0.0 -0.1 0.0 0.21
H -3.658151 -2.458970 -2.044609 0.0 0.0 -0.1 0.22
H -3.977117 -0.028277 -2.188435 0.0 0.1 -0.1 0.21
H 1.214873 -0.861091 1.431636 0.2 0.1 -0.1 0.23
H 2.734530 -2.114810 2.923182 0.0 -0.1 0.0 0.21
H 4.051667 -0.999861 2.540473 0.1 0.0 0.0 0.21
H 2.615312 -0.402032 3.371976 0.0 0.0 0.1 0.24
```
Positions in Å, forces in eV/Å.

energy relative to the best compared isomer or geometry (same formula, charge and spin): 15.15 kcal per mole
max |F|: 0.02658 hartree/bohr
LUMO energy: 0.7385 eV
multiplicity: 1
calculated total energy: -1301.11526 Ha
SMILES: CCN1CCN(C(=O)CCc2nnc(CCCCc3ccccc3)o2)[C@@H](C)C1=O